(1)
A gas-phase ion, C14H29NO4P (charge +1), computed with ωB97M-V/def2-TZVPD.

Summary:
relative energy (zero: lowest compared OMol25 entry of this formula, charge and spin)	203.5	kJ/mol
SMILES string	CCOC[C@@H]1CC[C@@](CCCOC(C)=O)(P(C)O)C[NH2+]1
total charge	+1
E	-33950.5890	eV

Atoms and positions in Å:
1 C 4.57610 2.48870 -0.07632
2 C 4.01953 1.97991 1.24488
3 O 2.82301 2.60543 1.69404
4 C 1.76419 2.59534 0.77934
5 C 1.41766 1.21648 0.21416
6 C 0.01106 1.28167 -0.37429
7 C -0.45301 -0.05674 -0.99891
8 C -0.01685 -1.33703 -0.24246
9 C -1.02782 -1.83846 0.80440
10 C -2.49967 -1.90312 0.33151
11 C -3.27262 -0.87358 1.13955
12 O -4.63643 -0.78560 0.70504
13 C -5.05221 0.51324 0.63629
14 C -5.69529 0.91133 -0.67004
15 O -4.94143 1.27188 1.51075
16 P 0.19459 -2.75132 -1.46606
17 C 1.39239 -2.18461 -2.76916
18 O 0.95877 -3.94373 -0.59258
19 C 1.32370 -1.15081 0.49458
20 N 1.34341 0.15478 1.23314
21 H 5.42145 1.85000 -0.32256
22 H 4.98497 3.48623 -0.00491
23 H 3.89303 2.40875 -0.91449
24 H 3.95348 0.88390 1.19454
25 H 4.75858 2.19312 2.00492
26 H 1.91306 3.26552 -0.06683
27 H 0.87686 2.96847 1.28343
28 H 2.10154 0.97732 -0.59201
29 H -0.64138 1.46083 0.48581
30 H -0.09006 2.12882 -1.04096
31 H -1.52658 0.01045 -1.11752
32 H -0.04769 -0.09505 -2.00915
33 H -0.72576 -2.84013 1.09824
34 H -0.99098 -1.25204 1.73051
35 H -2.56862 -1.70588 -0.73207
36 H -2.86662 -2.90591 0.50971
37 H -3.21451 -1.16890 2.18419
38 H -2.76604 0.07405 0.97620
39 H -6.63380 1.39391 -0.42926
40 H -5.04569 1.54995 -1.25548
41 H -5.91315 0.01820 -1.24891
42 H 1.81373 -1.21881 -2.50055
43 H 0.82812 -2.11417 -3.68602
44 H 2.19145 -2.90346 -2.91211
45 H 1.90956 -3.95408 -0.78306
46 H 1.55389 -1.97803 1.15409
47 H 2.09247 -1.13020 -0.27034
48 H 0.43981 0.20572 1.71441
49 H 2.06981 0.19765 1.95232


(2)
C6H8S in the gas phase, computed with ωB97M-V/def2-TZVPD.

Summary:
relative energy (zero: lowest compared OMol25 entry of this formula, charge and spin)	604.1	kJ/mol
SMILES string	C=C1C[C@H]2S[C@@H]2C1
E	-17180.2098	eV

Atoms and positions in Å:
1 C -2.93765 -0.08876 -0.22310
2 C -1.64676 -0.09646 0.02120
3 C -0.53342 -1.25441 -0.00118
4 C 0.61040 -0.52786 0.34028
5 S 2.28224 -0.04308 -0.14208
6 C 0.62364 0.88432 -0.13913
7 C -0.75238 1.20160 0.29694
8 H -3.48920 -0.83732 -0.50259
9 H -3.62157 0.83274 -0.08962
10 H -0.64123 -1.95360 -0.98141
11 H -0.72423 -2.05192 0.85928
12 H 1.06073 -0.62860 1.57612
13 H 0.57166 0.89746 -1.26326
14 H -0.99736 1.51027 1.30564
15 H -0.85749 2.20971 -0.40092


(3)
4 unconnected molecules or ions with the total composition C38H56O9S3, computed with ωB97M-V/def2-TZVPD.

Summary:
SMILES string	COCCCCCCCCCCCc1cccc2c1C(=O)c1ccccc1C2=O.O=S1(=O)CCCC1.O=S1(=O)CCCC1.O=S1(=O)CCCC1
E	-91246.7221	eV

Atoms and positions in Å:
1 C -6.22878 1.59139 1.01459
2 O -6.66903 2.81024 0.46231
3 C -5.69569 3.83803 0.53333
4 C -5.50239 4.55634 -0.80329
5 C -5.57869 3.64051 -2.01827
6 C -4.22156 3.02131 -2.39852
7 C -4.44926 1.92030 -3.42688
8 C -3.19315 1.52373 -4.20107
9 C -2.16372 0.76783 -3.37662
10 C -2.68883 -0.55613 -2.80220
11 C -1.53244 -1.54818 -2.63908
12 C -1.98967 -2.92575 -2.12199
13 C -1.39375 -3.24935 -0.72452
14 C -2.22503 -4.29033 0.00637
15 C -2.90676 -5.26787 -0.71683
16 C -3.70821 -6.22402 -0.10463
17 C -3.84855 -6.22316 1.27490
18 C -3.14806 -5.28530 2.01933
19 C -2.33072 -4.31205 1.41350
20 C -1.62146 -3.35785 2.31245
21 O -1.16253 -2.29899 1.95199
22 C -1.48846 -3.71198 3.75419
23 C -0.55022 -3.05637 4.54525
24 C -0.46213 -3.37027 5.89475
25 C -1.29289 -4.32080 6.48225
26 C -2.22491 -4.99167 5.69634
27 C -2.31261 -4.66608 4.34402
28 C -3.32631 -5.34673 3.50527
29 O -4.26583 -5.93370 3.98516
30 H -7.04901 0.88302 0.97593
31 H -5.36893 1.19984 0.45968
32 H -5.90603 1.71824 2.05261
33 H -6.04671 4.56693 1.27060
34 H -4.75539 3.44959 0.93291
35 H -6.24102 5.35435 -0.86701
36 H -4.52247 5.03805 -0.78062
37 H -5.94247 4.19858 -2.88277
38 H -6.30674 2.84621 -1.86200
39 H -3.75779 2.64074 -1.48611
40 H -3.62723 3.83326 -2.81775
41 H -4.96364 1.06726 -2.98172
42 H -5.15538 2.33223 -4.15545
43 H -2.72877 2.44939 -4.53885
44 H -3.48401 0.96653 -5.09446
45 H -1.34135 0.51481 -4.03490
46 H -1.72415 1.35314 -2.56766
47 H -3.41735 -0.99556 -3.48568
48 H -3.12526 -0.43711 -1.80687
49 H -0.71526 -1.12306 -2.05515
50 H -1.13133 -1.69628 -3.64514
51 H -3.07360 -2.91006 -2.02525
52 H -1.66061 -3.69364 -2.81867
53 H -1.38994 -2.31662 -0.18186
54 H -0.38597 -3.63504 -0.87038
55 H -2.83653 -5.31831 -1.79247
56 H -4.24449 -6.95740 -0.68895
57 H -4.49046 -6.95585 1.73669
58 H 0.10039 -2.30901 4.12474
59 H 0.24852 -2.84450 6.51691
60 H -1.22190 -4.55119 7.53421
61 H -2.87306 -5.74931 6.10839
62 O 2.27733 -1.40919 5.27254
63 S 2.06531 -0.02730 4.91027
64 O 1.11779 0.79545 5.61858
65 C 3.64884 0.80065 4.86282
66 C 4.13864 0.59332 3.43040
67 C 2.91701 0.83138 2.53476
68 C 1.73826 0.06014 3.14472
69 H 4.30569 0.37014 5.61541
70 H 3.47475 1.85531 5.07446
71 H 4.95359 1.26709 3.18610
72 H 4.49771 -0.42752 3.30083
73 H 2.68587 1.89849 2.51147
74 H 3.10290 0.51431 1.51002
75 H 0.78856 0.56473 2.98764
76 H 1.68260 -0.95886 2.76578
77 O 0.40978 1.73797 -4.79782
78 S 0.25071 3.15927 -4.94950
79 O -0.75538 3.89842 -4.23201
80 C 1.84675 3.92636 -4.68869
81 C 2.49424 3.92658 -6.06985
82 C 1.39089 4.34486 -7.05102
83 C 0.13712 3.53093 -6.70531
84 H 2.40282 3.35934 -3.94597
85 H 1.66990 4.94093 -4.33268
86 H 3.34813 4.60122 -6.10857
87 H 2.84627 2.92240 -6.31577
88 H 1.18322 5.41010 -6.93251
89 H 1.68838 4.18319 -8.08599
90 H -0.77876 4.08731 -6.88756
91 H 0.10892 2.58429 -7.24130
92 O 7.79038 2.11310 1.42372
93 S 7.73598 0.69859 1.68968
94 O 6.48218 -0.01265 1.67815
95 C 8.90741 -0.13318 0.62281
96 C 10.20954 -0.12928 1.41719
97 C 9.82250 -0.48672 2.85861
98 C 8.60264 0.36585 3.23020
99 H 8.97119 0.39647 -0.32469
100 H 8.54304 -1.14750 0.46248
101 H 10.92912 -0.83455 1.00459
102 H 10.65893 0.86567 1.39022
103 H 9.56274 -1.54558 2.91387
104 H 10.64447 -0.31544 3.55178
105 H 7.92802 -0.15196 3.90761
106 H 8.89358 1.32355 3.65748


(4)
C6H14Cl2O2Si in the gas phase, computed with ωB97M-V/def2-TZVPD.

Summary:
relative energy (zero: lowest compared OMol25 entry of this formula, charge and spin)	218.3	kJ/mol
SMILES string	C[Si](C)(OCCCl)OCCCl
E	-43469.4400	eV

Atoms and positions in Å:
1 C -1.22869 -0.07356 -2.31554
2 Si -0.88332 -0.46678 -0.48490
3 C -2.20357 -1.55952 0.26355
4 O -0.78598 0.90593 0.41938
5 C 0.36015 1.72283 0.39520
6 C -0.00633 3.20346 0.40247
7 Cl -0.97631 3.51408 -0.98299
8 O 0.55575 -1.29346 -0.39419
9 C 1.08096 -1.57365 0.88200
10 C 2.62492 -1.64761 0.86934
11 Cl 3.37503 -0.04006 0.59647
12 H -0.82100 -0.83551 -2.95060
13 H -0.84612 0.89801 -2.59560
14 H -2.29818 -0.08987 -2.55210
15 H -2.31208 -2.48785 -0.26806
16 H -1.90989 -1.82954 1.28308
17 H -3.14159 -0.98913 0.28891
18 H 0.97877 1.45321 -0.44787
19 H 0.95458 1.48554 1.31415
20 H 0.83991 3.91887 0.37076
21 H -0.63764 3.45042 1.26469
22 H 0.74259 -0.77076 1.55175
23 H 0.63133 -2.50225 1.26151
24 H 3.02456 -2.08026 1.78554
25 H 2.88214 -2.31254 0.04304


(5)
2 unconnected molecules or ions with the total composition C3H8O2, computed with ωB97M-V/def2-TZVPD.

Summary:
relative energy (zero: lowest compared OMol25 entry of this formula, charge and spin)	302.5	kJ/mol
SMILES string	O=CCO.C
E	-7332.9153	eV

Atoms and positions in Å:
1 O -0.89693 0.97440 1.24893
2 C 0.18454 0.48432 0.94794
3 C 0.15673 -1.03887 0.79055
4 O -1.09401 -1.22258 0.13778
5 H 1.12418 1.04652 1.03159
6 H 0.96984 -1.49752 0.21540
7 H 0.08765 -1.47289 1.78949
8 H -1.57760 -0.45825 0.56801
9 C 0.25351 0.67369 -1.26592
10 H -0.15256 0.40191 -2.22450
11 H 1.34684 0.53132 -1.30950
12 H 0.06299 1.74851 -1.12138
13 H -0.46517 -0.17054 -0.80840


(6)
3 unconnected molecules or ions with the total composition C4H12N2O2, computed with ωB97M-V/def2-TZVPD.

Summary:
relative energy (zero: lowest compared OMol25 entry of this formula, charge and spin)	290.3	kJ/mol
SMILES string	[H]/N=C/NC.C=O.CO
E	-11416.2085	eV

Atoms and positions in Å:
1 H -2.33176 2.63283 0.12568
2 N -1.91122 1.98268 -0.53101
3 C -0.71107 1.68467 -0.26974
4 N -0.02955 0.75076 -1.00952
5 C -0.55480 0.33444 -2.29770
6 H -0.12372 2.02331 0.59713
7 H 0.98102 0.82362 -0.95155
8 H -1.63753 0.27481 -2.20745
9 H -0.14252 -0.64140 -2.55423
10 H -0.30607 1.04902 -3.08599
11 C 2.23283 -1.04932 0.79004
12 O 2.25653 0.14998 0.58262
13 H 2.30352 -1.46702 1.80422
14 H 2.39193 -1.77889 -0.01909
15 C -0.50926 -1.19064 1.85852
16 O 0.16315 -1.48695 0.65411
17 H -0.16812 -0.23548 2.27247
18 H -1.58855 -1.14227 1.69428
19 H -0.29017 -1.99040 2.56530
20 H -0.02464 -0.72375 -0.01808